Entry from the Open Molecules 2025 dataset: a structure of composition C17H47BF2N10O21SSi2 (ωB97M-V/def2-TZVPD).

max |F|: 1.755 eV Å⁻¹
HOMO level: -9.377 eV
multiplicity: 1
electronic energy: -108970.659 eV
total charge: 0
HOMO-LUMO gap: 8.50 eV

XYZ file:
```
101
Properties=species:S:1:pos:R:3:forces:R:3
C -0.37963 -4.70861 1.37568 -0.208 0.192 -0.145
C -0.48411 -5.26980 -0.03496 -0.289 -0.077 -0.041
F -0.73518 -6.66736 0.04747 0.096 -0.034 0.134
C -1.63064 -4.68788 -0.84980 0.132 -0.033 0.160
Si -1.24457 -3.02692 -1.64279 0.517 0.263 -0.109
C -0.63475 -1.83405 -0.31681 -0.024 0.213 -0.048
C -0.71499 -0.33725 -0.56538 0.159 -0.027 0.110
F -1.96452 0.06132 -1.06433 0.097 -0.185 -0.031
O -2.56056 -2.45851 -2.46993 -0.089 -0.425 0.124
Si -4.14752 -2.87526 -2.34121 -0.050 0.165 -0.110
S -5.05983 -2.23035 -4.16896 0.015 0.134 -0.052
C -4.85779 -2.10087 -0.80345 -0.174 -0.185 0.251
C -5.02775 -3.10222 0.32527 0.564 -0.362 -0.377
C -4.39636 -2.90132 1.62746 -1.464 0.359 0.757
O -5.85248 -2.75816 1.40554 0.414 -0.059 0.020
B 0.20767 -3.35502 -3.04748 -0.051 0.189 -0.123
N -0.03583 -3.77291 -4.44311 -0.092 -0.159 0.094
O 1.51479 -3.14351 -2.70140 -0.031 -0.264 0.251
H -0.33762 -5.52238 2.09773 0.122 0.002 -0.017
H -1.25359 -4.10099 1.61716 -0.020 -0.122 0.106
H 0.49196 -4.07085 1.50224 0.047 -0.097 0.022
H 0.47181 -5.18812 -0.56078 -0.021 -0.069 -0.027
H -2.50697 -4.62826 -0.19255 -0.050 0.032 -0.108
H -1.86762 -5.39541 -1.65125 -0.024 0.046 -0.025
H 0.43646 -2.06193 -0.22382 -0.038 -0.062 0.113
H -1.07303 -2.05243 0.65860 -0.095 -0.042 -0.084
H 0.04310 0.00272 -1.27915 -0.193 -0.066 0.043
H -0.56518 0.21782 0.36206 0.006 -0.073 -0.052
H -4.33406 -4.34498 -2.28007 0.076 0.012 -0.046
H -5.74511 -3.36849 -4.32626 -0.027 -0.056 0.028
H -5.84073 -1.68445 -1.03670 0.033 0.093 -0.019
H -4.19545 -1.29941 -0.46990 -0.150 0.204 -0.138
H -5.10988 -4.15027 0.02475 -0.207 0.082 -0.007
H -4.19434 -3.73183 2.29114 0.324 -0.029 -0.187
H -4.00943 -1.93112 1.90611 0.532 -0.049 -0.198
H -0.56890 -3.05598 -4.93236 0.047 0.006 -0.024
H -0.63985 -4.58967 -4.50039 0.008 0.012 0.004
H 2.09956 -3.52822 -3.37148 -0.040 0.177 -0.156
C -1.89532 1.38883 3.04214 -0.162 -0.046 0.077
N -2.01539 -0.06946 3.28822 -0.050 0.029 -0.135
O -2.87187 -0.47813 4.04176 0.116 0.029 -0.039
O -1.23955 -0.77149 2.66329 0.001 -0.206 0.126
H -2.63542 1.90739 3.63777 0.013 -0.029 0.022
H -0.88740 1.68325 3.31532 -0.024 -0.004 -0.020
H -2.05751 1.52325 1.97713 0.006 0.112 0.036
C -1.44892 5.69344 5.92888 0.010 0.023 0.089
N -0.78932 4.41703 5.55095 0.033 -0.111 -0.084
O 0.05200 3.96120 6.29339 -0.012 0.043 -0.011
O -1.14106 3.90409 4.50467 0.026 0.109 0.074
H -1.02840 6.01850 6.87231 0.001 0.006 -0.002
H -1.24475 6.40000 5.13204 -0.020 -0.004 -0.014
H -2.51421 5.49667 6.00433 -0.002 -0.016 -0.033
C 1.64130 -0.13137 -3.67745 -0.068 0.049 -0.009
N 2.06630 1.23153 -3.26056 0.444 -0.125 -0.353
O 1.44524 1.77377 -2.36680 1.630 -0.584 -0.285
O 3.01175 1.72548 -3.84112 -0.237 -0.077 0.100
H 0.80369 -0.42186 -3.05670 0.012 -0.043 -0.059
H 1.37142 -0.07504 -4.72821 0.035 -0.002 -0.017
H 2.48607 -0.79672 -3.53782 0.028 0.023 0.007
C 2.26170 -4.49031 5.60488 0.028 0.035 -0.037
N 1.36718 -4.07780 4.48683 -0.089 0.006 -0.023
O 1.88353 -3.65835 3.47024 0.099 0.021 0.087
O 0.17533 -4.19327 4.67097 0.049 -0.017 -0.013
H 3.28664 -4.33138 5.29380 0.002 -0.002 0.006
H 1.99602 -3.88299 6.46468 -0.008 -0.012 0.010
H 2.05362 -5.53567 5.81096 -0.011 0.001 0.013
C 4.11960 4.73218 -4.21619 -0.060 -0.012 0.049
N 4.49267 6.09309 -3.74281 0.067 0.093 -0.008
O 3.85583 6.57884 -2.83392 -0.003 -0.045 -0.019
O 5.42462 6.63461 -4.30760 -0.043 -0.050 0.017
H 3.28628 4.37820 -3.62387 0.007 0.006 0.005
H 3.86651 4.81799 -5.26857 0.024 -0.003 -0.010
H 4.99144 4.09711 -4.09467 0.015 0.008 -0.020
C -0.64225 3.16045 -1.90614 -0.682 0.074 0.251
N -1.76172 2.87118 -0.97017 -0.030 0.161 -0.129
O -2.89375 2.95743 -1.38262 -0.064 -0.010 0.060
O -1.45238 2.55355 0.16489 0.052 0.197 -0.015
H -1.06961 3.42210 -2.86624 -0.039 0.057 -0.027
H -0.07057 3.97812 -1.47785 0.044 -0.010 0.019
H -0.02743 2.26594 -1.96163 -1.063 0.581 0.273
C 2.32353 4.96860 2.76862 -0.036 -0.001 0.024
N 1.97625 6.23785 3.46847 0.001 -0.059 0.007
O 0.98968 6.23144 4.17875 0.033 0.123 0.005
O 2.69927 7.19067 3.28572 -0.030 -0.040 -0.001
H 1.58226 4.22535 3.03733 -0.002 -0.006 -0.006
H 2.32505 5.18287 1.70419 0.014 0.003 -0.007
H 3.32159 4.68980 3.09248 0.008 0.006 -0.008
C -2.97513 -8.11678 2.19524 0.105 0.040 0.031
N -3.78004 -6.86479 2.13117 -0.001 -0.073 -0.039
O -3.44281 -5.94302 2.84461 0.001 -0.010 -0.015
O -4.71996 -6.85090 1.36325 0.062 0.034 0.009
H -2.17816 -7.95662 2.91090 0.006 -0.014 -0.006
H -3.63730 -8.92116 2.50044 -0.057 0.026 -0.039
H -2.58503 -8.29768 1.19827 -0.018 0.013 -0.013
C 7.83229 8.80885 -5.01438 -0.046 0.019 -0.049
N 9.03080 8.64086 -5.88175 0.063 -0.022 0.001
O 8.92665 8.91431 -7.05942 -0.013 -0.006 0.036
O 10.04154 8.23537 -5.34459 -0.040 0.015 -0.018
H 7.01778 9.17121 -5.62871 0.001 0.002 0.001
H 7.60307 7.84078 -4.58196 0.013 0.005 0.018
H 8.09968 9.51462 -4.23396 0.009 -0.018 0.017
```
Positions in Å, forces in eV/Å.

Löwdin population analysis, charges in e, atoms 1 to 99: C -0.04; C -0.40; F -0.07; C -0.19; Si 0.57; C -0.19; C -0.23; F -0.06; O -0.35; Si 0.19; S 0.47; C -0.20; C -0.42; C -0.06; O -0.04; B -0.58; N 0.11; O 0.08; H 0.08; H 0.07; H 0.06; H 0.13; H 0.08; H 0.09; H 0.10; H 0.05; H 0.08; H 0.10; H 0.01; H -0.21; H 0.09; H 0.08; H 0.12; H 0.09; H 0.10; H 0.07; H 0.07; H 0.10; C 0.04; N -0.43; O 0.08; O 0.04; H 0.09; H 0.09; H 0.07; C 0.04; N -0.45; O 0.07; O 0.04; H 0.10; H 0.08; H 0.10; C 0.07; N -0.39; O 0.02; O 0.08; H 0.07; H 0.12; H 0.11; C 0.05; N -0.44; O 0.06; O 0.07; H 0.09; H 0.10; H 0.10; C 0.04; N -0.45; O 0.08; O 0.05; H 0.08; H 0.10; H 0.10; C 0.05; N -0.43; O 0.09; O 0.02; H 0.10; H 0.11; H 0.03; C 0.06; N -0.43; O 0.05; O 0.08; H 0.09; H 0.10; H 0.10; C 0.05; N -0.44; O 0.06; O 0.07; H 0.09; H 0.10; H 0.09; C 0.04; N -0.46; O 0.06; O 0.06; H 0.09

=====

Entry from the Open Molecules 2025 dataset: a structure of composition C17H47CrF12N2O21S4 (ωB97M-V/def2-TZVPD).

max |F|: 3.441 eV Å⁻¹
HOMO level (spin up / spin down): -10.033 / -10.033 eV
multiplicity: 4
electronic energy: -168736.637 eV
total charge: 0
HOMO-LUMO gap (spin up / spin down): 9.28 / 9.80 eV

XYZ file:
```
104
Properties=species:S:1:pos:R:3:forces:R:3
Cr 2.31187 0.91524 1.26566 0.445 0.112 0.324
C 2.85475 -2.04114 -1.89796 -0.227 -1.336 0.344
F 1.91790 -2.23907 -2.81618 0.543 0.174 -0.142
F 3.76943 -3.05530 -1.99758 -1.111 0.796 0.431
F 3.52899 -0.92672 -2.11349 -0.203 0.550 -0.149
S 2.04087 -2.04679 -0.16903 0.822 -0.749 -0.714
O 1.08963 -3.11094 -0.21029 0.053 0.222 -0.380
O 3.18374 -2.12656 0.65518 1.008 -0.241 0.848
N 1.35257 -0.61974 0.13044 -0.842 -0.047 0.368
S -0.17547 -0.48283 -0.48163 1.074 -0.537 -0.601
O -0.74921 0.67822 0.06423 -0.277 1.909 0.463
O 0.00057 -0.68135 -1.88259 -0.773 0.200 -0.800
C -1.37508 -1.77987 0.10994 0.327 1.100 0.790
F -1.66541 -2.59018 -0.84520 -0.025 -1.406 -0.963
F -0.90201 -2.35346 1.18534 -0.110 -0.752 0.553
F -2.49176 -1.14092 0.44172 -0.291 0.312 0.048
C 0.93215 0.77088 5.19665 1.316 1.412 -0.679
F 0.32134 1.52713 6.05993 -0.776 0.611 0.506
F 2.16918 1.32825 4.99159 -0.661 -0.789 0.172
F 1.05707 -0.41784 5.71717 0.098 -0.759 -0.412
S 0.01647 0.85902 3.52643 -1.625 2.182 0.804
O 0.02067 -0.41247 2.92800 0.774 -1.394 -0.871
O -1.27782 1.42659 3.83805 1.248 -0.001 0.005
N 0.91211 1.86410 2.58398 -0.356 0.024 0.415
S 0.72162 3.48836 2.81446 -0.540 -0.679 -1.340
O 0.52424 3.84463 4.16218 -0.150 0.045 0.986
O 1.69809 4.18476 2.02490 0.172 -0.407 -0.137
C -0.86887 3.94327 1.90583 2.251 1.179 -2.208
F -1.95791 3.63947 2.44302 -2.491 -1.149 1.659
F -0.79774 5.27837 1.82297 0.152 0.422 0.148
F -0.87874 3.50205 0.61497 0.445 -0.206 0.769
C 5.92408 2.23410 0.75169 0.369 -0.928 0.294
C 4.60670 1.57161 1.07782 -1.958 1.453 -0.067
O 3.74929 2.13587 1.87105 1.353 -0.175 -0.030
O 4.10350 0.55646 0.49341 1.063 -0.088 -0.713
H 6.72724 1.45909 0.77559 -0.350 0.748 0.645
H 6.07942 3.17019 1.31602 0.068 -0.919 0.201
H 5.98188 2.52813 -0.28199 -0.686 0.066 -0.661
C -7.10623 -2.30729 -4.02527 -0.688 -0.433 0.297
O -5.90466 -2.47818 -3.28560 -0.072 -0.258 -0.456
H -7.74128 -1.88395 -3.25236 -0.596 0.328 -0.586
H -7.01778 -1.62702 -4.89935 0.061 -0.365 0.583
H -7.59707 -3.27495 -4.33313 0.706 0.738 0.119
H -5.21891 -2.74639 -3.89867 0.515 0.156 0.016
C 4.05230 -0.64463 3.17162 0.504 0.063 0.195
O 2.76938 -0.30563 2.70634 -1.430 -0.258 -0.289
H 3.88053 -1.28694 4.01042 0.295 -0.473 0.501
H 4.71229 -1.09921 2.43260 -0.486 -0.250 -0.201
H 4.52158 0.26618 3.49875 0.179 0.388 0.365
H 2.07135 -1.00317 2.95971 0.990 -0.101 -0.173
C 1.55530 2.65581 -1.37795 0.554 1.557 1.401
O 1.94588 2.40353 0.03186 0.110 -1.202 -2.021
H 1.17988 1.72841 -1.67850 -0.353 -1.271 -0.914
H 0.71638 3.36817 -1.32431 0.608 -0.248 -0.302
H 2.43930 3.01761 -1.96378 -0.954 -0.348 0.576
H 1.93834 3.18968 0.54860 0.067 1.750 0.864
C 2.09574 -3.74704 3.93852 2.976 1.727 0.028
O 1.61850 -2.41968 3.65298 -1.355 -1.284 0.484
H 1.29919 -4.42442 4.14036 -0.449 -0.487 0.312
H 2.69977 -4.04590 3.08715 -0.263 -0.499 -0.323
H 2.88004 -3.64075 4.75047 -1.229 -0.530 -0.321
H 0.65591 -2.54521 3.85862 0.209 1.162 -0.202
C -2.21523 -1.73229 -5.74426 -1.827 -0.075 -0.572
O -3.57902 -2.12726 -5.37860 0.726 -0.403 0.153
H -1.92244 -0.95627 -5.04934 0.321 -0.084 0.056
H -1.57567 -2.61600 -5.75479 0.251 0.346 0.174
H -2.35701 -1.32858 -6.75561 0.809 0.099 0.171
H -3.66628 -2.98785 -5.79864 -0.348 -0.013 0.018
C -8.23501 -1.26592 -0.67186 -1.210 1.786 1.113
O -7.11217 -0.57077 -1.16347 0.178 -0.879 -0.136
H -8.13706 -1.66299 0.34229 0.360 0.511 0.341
H -9.06783 -0.50993 -0.69238 0.463 -1.016 0.167
H -8.51591 -2.14475 -1.19036 -0.254 -0.724 -1.310
H -6.63130 -1.23304 -1.67299 0.642 0.291 -0.100
C 5.52752 1.16033 -2.81938 -0.398 -1.520 -1.617
O 4.34267 1.85523 -2.54759 -0.819 -0.360 0.725
H 5.30537 0.17931 -3.37838 0.457 1.188 0.931
H 6.05915 1.77476 -3.50999 0.692 0.414 -0.392
H 6.11890 0.96544 -1.94108 0.269 -0.208 0.399
H 3.81814 1.23855 -2.01181 -0.017 0.422 -0.081
C -4.02303 -1.45943 2.98882 -0.177 0.709 -0.534
O -2.91010 -0.69716 3.55191 -1.281 -0.482 -0.686
H -3.67006 -2.30023 2.37688 0.232 0.141 0.460
H -4.67896 -1.82506 3.78553 0.292 0.049 0.017
H -4.66692 -0.87647 2.28763 0.621 -0.032 0.631
H -2.90514 0.22569 3.24443 -0.006 -0.559 0.133
C 2.57522 2.68730 -5.79400 -0.027 -0.366 0.261
O 3.88521 2.14063 -5.82191 0.035 0.014 -0.011
H 2.69403 3.72464 -6.04893 -0.304 0.529 -0.023
H 1.95262 2.19298 -6.53422 -0.218 0.002 -0.203
H 2.07852 2.57159 -4.81457 0.287 0.222 -0.299
H 3.90908 1.47649 -5.14105 0.230 -0.364 0.341
C -1.80993 -3.02402 5.46381 0.825 0.989 -1.721
O -1.02053 -2.42563 4.36603 -0.263 -1.444 1.245
H -1.23664 -2.87803 6.36022 -0.008 0.059 0.582
H -2.77703 -2.53551 5.49562 -0.079 0.128 0.265
H -1.95770 -4.07667 5.28070 0.044 -0.375 -0.137
H -1.53575 -1.73411 3.93551 -0.405 0.305 -0.095
C -1.70402 3.37020 -3.41559 -0.460 0.994 0.120
O -0.39741 2.77605 -3.46854 -0.963 0.468 0.011
H -1.73557 4.48226 -3.40100 0.875 -0.621 -0.620
H -2.36158 3.01658 -4.21611 0.193 0.014 0.009
H -2.18655 3.19354 -2.46653 -0.187 -0.683 0.446
H -0.57569 1.90675 -3.09776 0.421 -0.289 -0.087
```
Positions in Å, forces in eV/Å.

Löwdin population analysis, charges in e, atoms 1 to 99: Cr 0.95; C -0.61; F 0.14; F 0.12; F 0.14; S 0.62; O -0.23; O -0.25; N -0.32; S 0.63; O -0.25; O -0.26; C -0.72; F 0.21; F 0.16; F 0.15; C -0.64; F 0.18; F 0.10; F 0.19; S 0.68; O -0.27; O -0.26; N -0.33; S 0.67; O -0.21; O -0.25; C -0.69; F 0.23; F 0.13; F 0.11; C 0.05; C -0.54; O -0.06; O -0.06; H 0.11; H 0.11; H 0.07; C -0.15; O -0.13; H 0.05; H 0.09; H 0.09; H 0.04; C -0.07; O -0.26; H 0.10; H 0.10; H 0.09; H 0.08; C 0.01; O -0.21; H 0.04; H 0.10; H 0.11; H 0.02; C -0.08; O -0.19; H 0.08; H 0.08; H 0.10; H 0.05; C -0.10; O -0.15; H 0.07; H 0.08; H 0.08; H 0.07; C -0.18; O -0.11; H 0.07; H 0.10; H 0.05; H 0.03; C -0.16; O -0.13; H 0.11; H 0.08; H 0.06; H 0.04; C -0.11; O -0.16; H 0.07; H 0.08; H 0.09; H 0.08; C -0.15; O -0.12; H 0.07; H 0.07; H 0.07; H 0.04; C -0.06; O -0.17; H 0.07; H 0.07; H 0.07; H 0.01; C -0.14